1.
{
  "formula": "C33H25Br4ClN7O6SY",
  "method": "ωB97M-V/def2-TZVPD",
  "species": ["Y", "N", "C", "S", "N", "N", "C", "C", "C", "C", "C", "C", "N", "H", "H", "H", "H", "H", "H", "H", "Br", "C", "C", "Br", "C", "Br", "C", "O", "C", "O", "C", "Br", "C", "N", "C", "C", "C", "C", "C", "C", "C", "C", "H", "H", "H", "H", "H", "H", "H", "H", "H", "H", "H", "H", "O", "C", "O", "C", "C", "Cl", "N", "N", "C", "C", "O", "O", "C", "C", "C", "C", "C", "C", "H", "H", "H", "H", "H", "H"],
  "positions_angstrom": [[0.15177, -0.03163, 0.82311], [-0.69044, 5.08045, 1.17128], [-0.67247, 3.70704, 1.08841], [0.76860, 2.91867, 1.50357], [-1.82334, 3.19239, 0.72170], [-1.89096, 1.86203, 0.50250], [-3.11120, 1.45889, 0.45895], [-3.51915, 0.09910, 0.18069], [-4.86664, -0.25542, 0.30987], [-5.24780, -1.55441, 0.04102], [-4.28035, -2.46515, -0.35924], [-2.96921, -2.02421, -0.45920], [-2.59282, -0.78409, -0.19416], [0.04147, 5.48150, 1.72956], [-1.60031, 5.50803, 1.23174], [-3.89768, 2.18865, 0.64594], [-5.58658, 0.48956, 0.62605], [-6.28449, -1.85575, 0.13289], [-4.53711, -3.48981, -0.58988], [-2.18139, -2.69552, -0.78109], [5.21071, 2.24445, 5.54271], [4.35769, 1.59297, 3.98018], [5.02867, 1.57385, 2.77146], [6.81118, 2.20409, 2.64313], [4.36741, 1.09250, 1.63061], [5.29024, 0.89290, -0.02244], [3.03938, 0.66451, 1.64319], [2.41913, 0.24473, 0.57816], [2.33989, 0.66994, 2.91506], [1.12354, 0.23629, 2.96909], [3.03843, 1.12259, 4.03687], [2.08305, 1.06714, 5.67701], [2.26804, -2.60986, 2.31762], [1.46526, -2.54473, 1.10454], [2.27198, -2.90651, -0.05091], [0.30127, -3.42346, 1.22227], [-0.72909, -2.88686, 2.19138], [-1.32152, -3.76433, 3.09523], [-2.30865, -3.32277, 3.96546], [-2.69212, -1.99121, 3.91888], [-2.08031, -1.12484, 3.01946], [-1.07842, -1.52557, 2.12451], [2.64824, -3.63221, 2.48781], [1.66528, -2.30706, 3.17329], [3.11474, -1.92833, 2.23405], [2.62922, -3.94874, 0.01280], [3.13199, -2.23846, -0.10800], [1.68567, -2.78918, -0.95937], [0.61354, -4.44131, 1.51905], [-0.15361, -3.49303, 0.22947], [-1.00359, -4.80392, 3.12681], [-2.75937, -4.00285, 4.68034], [-3.45459, -1.61837, 4.59683], [-2.40683, -0.08480, 3.02547], [-0.48744, -2.40869, -5.22844], [0.41013, -1.55069, -5.66278], [0.87799, -1.62282, -6.78060], [0.81121, -0.48602, -4.70131], [1.55946, 0.63567, -4.99417], [2.20901, 1.01369, -6.52226], [1.64585, 1.40045, -3.87158], [1.01250, 0.78414, -2.84529], [0.50306, -0.33209, -3.32553], [-0.27107, -1.29693, -2.45372], [-1.00707, -2.10523, -3.06746], [-0.11310, -1.31351, -1.21290], [2.26895, 2.67669, -3.65297], [2.91577, 3.38432, -4.66481], [3.50628, 4.60688, -4.38135], [3.45637, 5.14209, -3.10625], [2.79346, 4.44681, -2.10815], [2.20655, 3.22422, -2.37708], [-0.70825, -2.26462, -4.23245], [2.97920, 3.00595, -5.66678], [4.01086, 5.14211, -5.17716], [3.94037, 6.08702, -2.89134], [2.73540, 4.83986, -1.10240], [1.72172, 2.67511, -1.59220]],
  "atomic_forces_ev_per_a": [[1.1542, 0.6512, -0.2066], [-0.0158, 0.1964, -0.0492], [0.1510, -0.2235, 0.0324], [0.0374, -0.2752, -0.4254], [-0.3678, 0.6214, -0.1583], [-0.0651, -0.4127, 0.3003], [0.1190, 0.3090, 0.0337], [-0.2231, -0.5482, -0.0863], [0.0940, 0.1724, 0.0331], [0.0610, -0.1150, -0.0590], [-0.1376, 0.1237, 0.0517], [0.1152, -0.2448, -0.0819], [-0.0162, 0.4216, 0.0307], [0.0217, -0.0104, 0.0371], [-0.0389, -0.0633, -0.0128], [0.0082, 0.0251, -0.0473], [0.0020, -0.0063, -0.0085], [0.0005, 0.0102, 0.0243], [0.0569, -0.0114, -0.0049], [0.0013, 0.0437, 0.0331], [-0.0071, 0.0141, 0.0454], [0.0754, -0.0215, -0.1532], [-0.0582, -0.0040, 0.1192], [0.0558, 0.0067, -0.0114], [0.0382, -0.1613, -0.1196], [-0.1314, 0.0840, 0.0013], [0.2340, 0.1324, 0.0309], [-0.5537, -0.0818, 0.2136], [0.0821, -0.0536, 0.0520], [-0.1338, -0.2560, -0.8708], [-0.0492, 0.0248, 0.1361], [-0.0144, 0.0025, -0.0518], [-0.0198, 0.1362, 0.1221], [-0.3810, 0.0645, -0.0973], [0.1256, 0.0547, -0.0093], [-0.0450, -0.0038, -0.0054], [-0.0574, -0.0219, 0.0582], [-0.0158, -0.0638, -0.0198], [-0.0110, -0.0119, 0.0094], [-0.0693, 0.0923, 0.0466], [0.0359, -0.0511, -0.0393], [-0.4093, -0.6908, 0.7806], [-0.0103, -0.0081, -0.0563], [0.0253, 0.0329, -0.0180], [-0.0234, -0.0085, 0.0016], [-0.0015, 0.0053, 0.0436], [-0.0279, 0.0212, 0.0006], [-0.0021, -0.0500, 0.0046], [0.0103, -0.0045, -0.0421], [0.0634, -0.0171, -0.0275], [0.0081, 0.0070, -0.0061], [-0.0014, -0.0103, -0.0174], [-0.0010, -0.0270, -0.0025], [0.0273, 0.0089, 0.0392], [1.1544, 0.0058, -2.6865], [-0.5114, -0.8782, -0.0394], [0.2128, 0.2726, -0.1917], [0.0403, 0.1469, -0.0413], [-0.3595, -0.2880, 0.0283], [0.0358, -0.0695, -0.1229], [0.0700, -0.1609, -0.0601], [-0.0297, 0.1271, 0.0951], [0.1214, 0.1697, 0.1142], [0.4083, -0.0179, 0.6690], [-0.6576, 0.0639, 2.3563], [0.3471, 0.8036, -0.3195], [0.0103, 0.1325, 0.0374], [0.0048, -0.0198, -0.0074], [-0.0130, 0.0276, 0.0351], [0.0506, 0.0958, -0.0001], [0.0222, -0.0071, 0.0266], [-0.0146, -0.2050, 0.0294], [-0.4406, 0.1139, 0.0983], [0.0095, 0.0514, 0.0644], [0.0022, -0.0349, 0.0032], [-0.0428, 0.0056, 0.0063], [-0.0123, -0.0409, 0.0477], [-0.1240, -0.0988, 0.2642]],
  "total_charge": -2,
  "relative_energy_kcal_mol": 35.9,
  "lumo_ev": 3.9417,
  "orbital_gap_ev": 5.87,
  "e_homo_ev": -1.930
}

---

2.
{
  "formula": "C5H4Br2N2O",
  "method": "ωB97M-V/def2-TZVPD",
  "species": ["C", "C", "C", "C", "C", "N", "N", "O", "Br", "Br", "H", "H", "H", "H"],
  "positions_angstrom": [[0.80832, -0.90179, -0.08471], [-0.42245, -1.45124, -0.15864], [1.07345, 0.55258, 0.10379], [-1.72690, -0.97674, -0.04672], [0.16442, 1.52450, -0.15787], [-2.11395, 0.18100, -0.10106], [2.47824, 0.85517, 0.14044], [-2.92303, 1.10199, -0.00431], [-3.18329, -2.39068, -0.00706], [-0.69292, 3.04521, -0.03043], [1.63336, -1.43206, -0.48807], [-0.46238, -2.47552, -0.13391], [2.90642, 0.55467, 0.98556], [2.46071, 1.81292, -0.01700]],
  "atomic_forces_ev_per_a": [[-1.9570, 2.2143, -0.4587], [2.1756, 0.0357, 0.7134], [-0.4903, 0.4937, -1.4504], [-2.2759, -0.9211, 0.1144], [0.3062, -3.2209, 0.7596], [-0.1993, 4.4152, 0.3770], [-1.6096, -1.3862, -0.5412], [0.5723, -1.9482, -0.2943], [0.6475, 0.5542, 0.0919], [0.0116, 0.9085, 0.0387], [0.7870, -0.7912, 0.4782], [0.3519, -2.5357, -0.6899], [0.4876, 0.0437, 0.7223], [1.1924, 2.1381, 0.1391]],
  "relative_energy_kcal_mol": 112.8,
  "lumo_ev": [-0.4699, -1.3261],
  "orbital_gap_ev": [8.07, 6.96],
  "e_homo_ev": [-8.544, -8.286]
}

---

3.
{
  "formula": "C39H56ClF9N2O15S2",
  "method": "ωB97M-V/def2-TZVPD",
  "species": ["C", "C", "Cl", "C", "C", "C", "C", "C", "C", "F", "F", "C", "F", "F", "S", "F", "F", "F", "F", "F", "C", "C", "N", "S", "N", "C", "C", "C", "C", "C", "C", "C", "C", "H", "H", "H", "H", "H", "H", "H", "H", "H", "H", "H", "H", "H", "H", "H", "H", "C", "C", "O", "C", "O", "O", "C", "H", "H", "H", "H", "H", "H", "H", "H", "C", "C", "O", "C", "O", "O", "C", "H", "H", "H", "H", "H", "H", "H", "H", "C", "C", "O", "C", "O", "O", "C", "H", "H", "H", "H", "H", "H", "H", "H", "C", "C", "O", "C", "O", "O", "C", "H", "H", "H", "H", "H", "H", "H", "H", "C", "C", "O", "C", "O", "O", "C", "H", "H", "H", "H", "H", "H", "H", "H"],
  "positions_angstrom": [[0.90976, -2.30273, 4.72345], [1.63489, -0.95057, 4.18538], [3.42281, -1.42429, 3.86663], [0.96897, -0.36454, 2.80129], [2.11230, 0.15249, 1.73780], [2.39016, -0.66036, 0.37030], [1.56767, -1.98982, -0.09427], [0.20240, -1.45484, -0.80641], [-0.87097, -2.66775, -1.12106], [-1.59781, -2.46557, -2.37956], [0.00776, -3.85003, -1.37799], [-1.78401, -3.07791, 0.14438], [-2.16525, -4.48888, -0.05669], [-1.05474, -3.07402, 1.41917], [-3.36491, -2.12712, 0.38989], [-4.12375, -2.76813, -0.97260], [-2.82416, -0.73886, -0.39836], [-2.69305, -1.47399, 1.83619], [-3.95856, -3.40649, 1.37803], [-4.80563, -1.30609, 0.73566], [3.53687, -0.10338, -0.59573], [4.31978, 1.22010, -0.12262], [5.40667, 1.86189, -0.89082], [5.92737, 3.21159, 0.07608], [4.91535, 3.25670, 1.50980], [4.07028, 2.07017, 1.24476], [2.89548, 1.48505, 2.17053], [2.48270, 2.21799, 3.54563], [3.37173, 2.33148, 4.86160], [2.78638, 3.14843, 6.12865], [1.32041, 3.82109, 6.13929], [0.42717, 3.70724, 4.82477], [1.03073, 2.93398, 3.56683], [0.53199, -3.00071, 3.86055], [0.04261, -2.08067, 5.47984], [1.69162, -2.95226, 5.31279], [1.62045, -0.15627, 5.02749], [0.45890, -1.26736, 2.28982], [0.14864, 0.42842, 2.99004], [1.38190, -2.75008, 0.75437], [2.21587, -2.48828, -0.93418], [0.48086, -1.01017, -1.84880], [-0.28602, -0.59729, -0.19156], [3.71621, -0.66954, -1.58722], [4.41870, 1.84703, 4.90737], [3.40523, 3.29261, 7.11092], [0.88686, 4.40960, 7.04239], [-0.64690, 4.15469, 4.72924], [0.34114, 2.86491, 2.62190], [-4.41409, 6.37721, 0.97638], [-2.91870, 6.52540, 0.76106], [-2.28150, 5.24284, 0.72196], [-2.37867, 4.58068, -0.44954], [-2.93849, 4.97552, -1.45086], [-1.76326, 3.38666, -0.30658], [-1.85762, 2.54653, -1.45588], [-4.61639, 5.76553, 1.86038], [-4.88560, 7.35459, 1.10466], [-4.88649, 5.87554, 0.12764], [-2.48238, 7.07001, 1.60365], [-2.69625, 7.10103, -0.14367], [-1.51867, 3.06577, -2.35642], [-2.88572, 2.19498, -1.57650], [-1.21117, 1.68088, -1.29482], [-9.59766, 5.49441, 5.63681], [-8.10393, 5.66189, 5.84988], [-7.42794, 4.40542, 5.72210], [-7.19559, 3.99627, 4.45751], [-7.49585, 4.59427, 3.44507], [-6.59043, 2.79007, 4.51301], [-6.35422, 2.20290, 3.23406], [-9.99559, 4.71925, 6.29798], [-10.12390, 6.43223, 5.83099], [-9.81672, 5.18206, 4.61227], [-7.91979, 6.01807, 6.86778], [-7.67984, 6.40581, 5.16709], [-5.81734, 2.89044, 2.57471], [-7.30238, 1.89747, 2.78388], [-5.73661, 1.31405, 3.38016], [-1.95215, -5.45755, -3.38529], [-2.80397, -5.26853, -4.62745], [-1.99443, -5.29973, -5.80870], [-1.64577, -6.52912, -6.24203], [-1.96155, -7.58401, -5.73206], [-0.86174, -6.38136, -7.33177], [-0.35654, -7.61076, -7.85064], [-1.13302, -4.73394, -3.36709], [-2.55300, -5.33588, -2.48063], [-1.49938, -6.45265, -3.36726], [-3.27947, -4.28367, -4.59543], [-3.60674, -6.01146, -4.68311], [-1.16312, -8.32649, -8.03145], [0.38365, -8.02865, -7.16330], [0.13436, -7.39828, -8.80280], [5.75303, -7.79469, 0.51452], [5.57761, -7.04591, -0.79440], [4.29549, -7.32217, -1.37045], [3.26129, -6.63324, -0.84467], [3.32753, -5.81211, 0.04712], [2.13242, -7.03354, -1.46775], [0.94480, -6.43377, -0.95114], [5.56189, -8.86257, 0.37491], [6.76563, -7.66235, 0.90345], [5.04516, -7.44059, 1.26869], [6.32783, -7.38934, -1.51282], [5.72501, -5.96832, -0.66569], [1.02741, -5.34409, -0.93101], [0.73564, -6.82384, 0.04866], [0.11596, -6.70348, -1.60913], [6.51382, 2.62176, -4.58326], [6.16874, 3.71547, -3.58883], [6.20699, 5.00317, -4.21592], [5.11779, 5.32844, -4.94249], [4.12908, 4.64187, -5.09704], [5.32865, 6.54514, -5.48999], [4.27804, 6.98057, -6.35148], [7.46713, 2.83620, -5.07495], [6.58106, 1.65208, -4.08398], [5.75824, 2.55260, -5.37046], [6.91689, 3.72938, -2.79066], [5.19712, 3.53884, -3.11587], [3.30733, 6.92929, -5.85085], [4.27335, 6.38074, -7.26535], [4.47184, 8.02132, -6.61989]],
  "atomic_forces_ev_per_a": [[0.3076, -0.6306, 0.4116], [-0.9218, -0.2632, 0.2574], [-1.3301, 0.4146, 0.3559], [0.8901, -0.8991, -0.9801], [1.6061, 2.6161, -0.1245], [3.1025, 2.9722, -0.5493], [0.6375, 1.0846, -0.6810], [-0.5002, -0.0165, -0.5607], [2.7970, -0.0893, -1.4756], [1.5396, -0.5458, 3.9454], [-2.9081, 3.1859, 0.5756], [1.5522, -4.4249, 0.6800], [0.9280, 4.0992, 0.5439], [-1.7482, -0.0516, -4.3392], [-3.6240, 1.5565, 3.1575], [1.9509, 1.3139, 2.4865], [-0.8637, -2.7569, 0.8405], [-1.5826, -0.6029, -2.7173], [1.0673, 2.3395, -2.2153], [2.7791, -1.4420, -0.7854], [-2.5990, 0.5569, 4.0883], [1.3587, 1.4856, -0.2252], [-2.9437, 0.0697, 4.6290], [-2.3440, -2.0057, 0.4955], [-1.5089, -5.3742, -4.2783], [-0.8290, -1.0536, 0.1041], [-0.3861, -1.9932, -1.4305], [-1.6077, 1.9239, 2.3456], [-3.7024, 1.8492, -0.1977], [-2.3250, 0.0005, -2.3705], [1.2324, -1.9327, -3.7570], [3.9303, -1.9317, -0.1755], [1.2541, 0.1735, 2.6414], [0.6210, 1.5485, 1.5112], [1.5122, -0.2358, -1.6659], [-1.4715, 1.4316, -1.0955], [0.2993, -1.3036, -1.5977], [0.7480, 1.4681, 0.8357], [1.6220, -1.2450, -0.1380], [0.3535, 1.4264, -1.3599], [-1.2551, 0.7930, 1.8158], [-0.5772, -0.8531, 1.8854], [0.6870, -1.6837, -0.9874], [-0.0070, 1.3426, 1.8670], [-2.0115, 0.9430, -0.0726], [-1.1325, -0.5001, -2.2365], [1.1368, -1.2794, -1.6972], [2.3300, -0.8888, 0.3180], [1.6290, 0.1260, 1.8820], [-0.1217, -0.2614, -0.1354], [-0.4585, 0.6046, 0.0772], [0.2770, -0.4961, -0.6570], [-0.3167, 0.1947, -0.0364], [0.5801, -0.3868, 0.8624], [-0.1847, 0.6201, 0.0209], [0.0130, -0.2916, -0.3614], [0.0523, 0.1765, 0.0143], [0.0724, -0.0808, 0.0137], [0.0893, 0.1448, 0.0213], [0.1474, -0.3470, -0.0861], [-0.0236, -0.2952, 0.0320], [-0.1881, -0.0106, 0.1556], [0.0980, 0.1412, -0.1112], [-0.0294, 0.2321, 0.2374], [-0.1000, -0.2127, -0.2181], [-0.4540, 0.5330, 0.0802], [0.4331, -0.2860, -0.6500], [-0.2498, 0.0365, -0.0481], [0.3490, -0.4864, 0.8480], [-0.2473, 0.7425, 0.0749], [0.1488, -0.2724, -0.4002], [0.0749, 0.1648, 0.0637], [0.0766, -0.0722, 0.0140], [0.0858, 0.1363, 0.0691], [0.1688, -0.3235, -0.1129], [-0.0310, -0.2868, -0.0395], [-0.2232, -0.0264, 0.0865], [0.1259, 0.1679, -0.0462], [-0.1254, 0.1875, 0.2588], [0.2737, -0.1995, -0.0745], [-0.2747, 0.0105, 0.6486], [0.1041, -0.6030, -0.5200], [0.0737, -0.0894, 0.2431], [0.2287, 0.9091, -0.4969], [-0.5378, 0.0248, 0.5599], [0.1961, -0.3839, -0.2609], [-0.2285, -0.0343, -0.0320], [0.0211, 0.0201, -0.0996], [-0.1841, 0.0269, -0.0404], [0.2191, -0.0744, -0.2911], [0.2673, -0.0125, -0.1118], [0.1245, 0.0988, 0.1938], [-0.2026, -0.0582, -0.0345], [-0.1303, 0.2488, 0.2108], [-0.2537, -0.0357, 0.1909], [0.5993, 0.0116, 0.3593], [-0.6590, 0.4868, 0.0295], [-0.0267, -0.1355, 0.1444], [-0.0564, -0.5730, -0.7827], [0.8230, 0.1753, 0.2456], [-0.3545, 0.2119, 0.1673], [0.1446, 0.0922, -0.0843], [-0.0736, -0.0083, -0.0750], [0.1219, 0.0806, -0.0973], [-0.3673, -0.0229, -0.0966], [-0.2428, -0.1538, 0.0258], [0.2757, -0.7233, 0.1950], [0.0710, 0.1449, -0.0426], [0.3232, -0.1023, -0.0370], [-0.0822, 0.0094, -0.2864], [-0.0229, -0.6962, 0.1626], [-0.6342, 0.5081, -0.3173], [0.0474, -0.2817, -0.0590], [0.8011, 0.6491, 0.1577], [-0.0780, -0.6050, 0.4153], [-0.3193, 0.2351, -0.2740], [-0.0122, -0.0309, 0.1773], [0.0003, 0.1223, 0.0208], [-0.0109, 0.0016, 0.1683], [-0.0511, 0.3134, -0.2003], [0.0994, 0.1370, -0.2404], [0.1669, -0.1555, -0.1017], [-0.1321, -0.0073, 0.1667], [0.2207, -0.1951, 0.1866]],
  "smiles": "C[C@@H](Cl)Cc1c(CCC(F)(F)C(F)(F)S(F)(F)(F)(F)F)cc2nsnc2c1-c1ccccc1.CCOC(=O)OC.CCOC(=O)OC.CCOC(=O)OC.CCOC(=O)OC.CCOC(=O)OC",
  "lumo_ev": -2.3537,
  "orbital_gap_ev": 6.05,
  "e_homo_ev": -8.405
}

---

| no. | energy (hartree) |
| --- | --- |
| 1 | -13300.320907 |
| 2 | -5525.457770 |
| 3 | -4912.565617 |